## i
ORCA calculation (ωB97M-V/def2-TZVPD) on a cluster of 2 separate species, C9H9N3O2 in total.

Element x y z (Å)
C  -1.0188  -1.5657  1.3451
C  0.2561  -2.2108  1.8235
C  1.1494  -1.3265  2.1959
C  0.9750  0.0424  2.2193
C  -0.2658  0.5436  1.9823
C  1.0911  1.5442  -1.4669
C  -0.0371  2.3113  -1.7128
C  -1.1806  1.5901  -1.9505
C  -0.1983  -0.7626  -1.8967
H  -1.8279  -2.2150  1.2174
H  0.4934  -3.2289  1.4867
H  1.9836  -1.9212  2.7066
H  1.7649  0.7024  2.5486
H  -0.6667  1.4412  2.2196
H  1.5188  -0.6178  -0.7581
H  -0.3826  3.3866  -1.6473
H  -1.9031  2.2521  -2.2844
H  -2.0172  -0.1037  -2.6019
N  -1.2045  -0.3066  1.5325
N  0.8484  0.1038  -1.3839
N  -1.2386  0.2036  -2.1646
O  2.1658  2.0038  -1.1118
O  -0.3052  -1.8665  -2.2986

Calculated values
**HOMO**: -9.32 eV
**Spin multiplicity**: 1
**LUMO energy**: 0.5 eV
**Orbital gap**: 9.8 eV
**SMILES string**: O=c1cc[nH]c(=O)[nH]1.c1ccncc1

Results of the natural (NBO) charge analysis, in e, for atoms 1 through 5: C 0.060; C -0.253; C -0.214; C -0.244; C 0.029

## ii
ORCA calculation (ωB97M-V/def2-TZVPD) on a cluster of 2 separate species, C9H9N3O2 in total.

Element x y z (Å)
C  0.4713  2.3583  2.2373
C  -0.8428  2.5394  1.7344
C  -1.2794  1.7364  0.8604
C  0.7115  0.6002  0.3759
C  -0.4612  -2.6462  -0.0990
C  -1.2074  -1.8235  -0.9023
C  -0.6096  -0.9055  -1.7206
C  0.7380  -1.0545  -1.9796
C  1.5377  -2.0500  -1.2424
H  2.3816  1.3886  1.2230
H  -1.3279  3.6048  1.9378
H  -2.3164  1.8418  0.4433
H  -1.1852  0.0346  -0.2534
H  -0.7206  -3.2671  0.7265
H  -2.2902  -1.9043  -0.8053
H  -1.1761  -0.0555  -2.2847
H  1.2181  -0.5222  -2.9210
H  2.6377  -2.0298  -1.4392
N  1.2459  1.4446  1.3363
N  -0.6593  0.6783  0.2358
N  0.8512  -2.7478  -0.4011
O  0.9359  2.9894  3.1304
O  1.3472  -0.2100  -0.1927

Calculated values
**HOMO**: -8.29 eV
**Spin multiplicity**: 1
**LUMO energy**: 0.5 eV
**Orbital gap**: 8.8 eV
**SMILES string**: O=c1cc[nH]c(=O)[nH]1.c1ccncc1

Results of the natural (NBO) charge analysis, in e, for atoms 1 through 5: C 0.668; C -0.401; C 0.075; C 0.807; C -0.013

Winner for stability: i

## i
ORCA calculation (ωB97M-V/def2-TZVPD) on the molecule C7H11NO2.

Element x y z (Å)
C  -0.6431  0.7966  -0.3846
C  -1.8743  0.5433  -0.0673
C  0.6284  0.5758  0.4422
C  1.1890  -0.7775  0.0897
C  1.5983  1.7874  0.0941
C  1.3679  -1.6586  1.1251
C  1.1476  -1.2565  -1.2989
N  -3.0260  0.1227  0.1841
O  -3.5571  -1.0214  -0.0573
O  -3.8577  1.0939  0.7751
H  -0.5088  1.0272  -1.3757
H  0.4997  0.4978  1.4994
H  2.0956  1.5426  -0.8674
H  2.2774  1.8759  0.8981
H  1.1269  2.6912  -0.1994
H  1.8565  -2.6585  0.8849
H  -4.5688  0.4545  1.0145
H  1.1285  -1.5704  2.1963
H  0.1040  -1.2395  -1.5395
H  1.5319  -2.2530  -1.4636
H  1.4841  -0.5735  -1.9499

Calculated values
**HOMO**: -8.91 eV
**Spin multiplicity**: 1
**LUMO energy**: 0.8 eV
**Orbital gap**: 9.7 eV
**SMILES string**: C=C(C)[C@@H](C)C=C=[N+]([O-])O

Results of the natural (NBO) charge analysis, in e, for atoms 1 through 5: C -0.202; C 0.240; C -0.276; C 0.040; C -0.596

## ii
ORCA calculation (ωB97M-V/def2-TZVPD) on the molecule C7H11NO2.

Element x y z (Å)
C  -0.1538  -0.9437  0.3196
C  0.8033  -0.5225  -0.5689
C  -1.2385  -0.1143  0.8065
C  0.9519  1.0218  -0.7291
C  -0.4014  1.8042  -0.6945
C  2.0235  -1.1276  -1.1006
C  -2.1203  -0.5029  1.8918
N  -1.1853  1.3645  0.5344
O  -1.9951  2.1744  1.0973
O  -0.3401  3.1580  -0.7793
H  -0.2252  -1.8983  0.6164
H  1.7149  1.5575  -0.0365
H  1.3167  1.2714  -1.6339
H  -1.1979  1.4018  -1.4113
H  2.1015  -0.6864  -2.0833
H  1.9077  -2.2044  -1.0581
H  2.8538  -1.0088  -0.5015
H  -1.6627  -0.5925  2.8246
H  -2.3699  -1.4847  1.7412
H  -3.1377  0.0114  1.9383
H  -1.2086  3.4957  -0.4351

Calculated values
**HOMO (alpha / beta)**: -7.47 / -7.89 eV
**Spin multiplicity**: 1
**LUMO energy (alpha / beta)**: 0.4 / 0.0 eV
**Orbital gap (alpha / beta)**: 7.8 / 7.9 eV
**SMILES string**: CC1=CC(C)=[N+]([O-])[C@@H](O)C1

Results of the natural (NBO) charge analysis, in e, for atoms 1 through 5: C -0.251; C 0.061; C 0.141; C -0.462; C 0.253

Winner for stability: ii

## i
ORCA calculation (ωB97M-V/def2-TZVPD) on a cluster of 2 separate species, Cl2FH2P2 in total.

Element x y z (Å)
F  1.2511  2.9448  0.5303
P  0.4654  0.2371  0.0019
P  1.3214  2.0366  -0.8078
Cl  3.6504  -0.0179  -0.0611
Cl  5.3342  -0.8532  0.4866
H  1.2502  -0.5698  -0.7233
H  1.4352  0.2855  1.1694

Calculated values
**HOMO**: -14.90 eV
**Spin multiplicity**: 1
**LUMO energy**: -8.2 eV
**Orbital gap**: 6.7 eV
**Charge**: +1

Results of the natural (NBO) charge analysis, in e, for atoms 1 through 5: F -0.528; P 0.086; P 1.233; Cl -0.052; Cl 0.096

## ii
ORCA calculation (ωB97M-V/def2-TZVPD) on the ion Cl2FH2P2 with charge +1.

Element x y z (Å)
F  0.8758  -0.1124  -1.7267
P  -1.5258  0.7311  -0.2219
P  0.5903  -0.1825  -0.0395
Cl  2.0041  1.0436  0.5729
Cl  1.1307  -1.9887  0.2959
H  -1.1752  1.1633  1.1330
H  -1.8998  -0.6543  -0.0138

Calculated values
**HOMO**: -16.52 eV
**Spin multiplicity**: 1
**LUMO energy**: -6.6 eV
**Orbital gap**: 10.0 eV
**Charge**: +1

Results of the natural (NBO) charge analysis, in e, for atoms 1 through 5: F -0.545; P 0.347; P 1.240; Cl -0.072; Cl -0.031

Winner for stability: ii

## i
ORCA calculation (ωB97M-V/def2-TZVPD) on the molecule C4H4IN.

Element x y z (Å)
C  0.0160  -0.5389  -1.8077
C  0.8272  -0.5647  -0.5254
C  -1.2475  0.6445  0.1250
C  -0.0137  -0.1079  0.7182
N  -1.2101  0.3832  -1.1482
I  1.2775  1.0633  2.0114
H  1.2607  -1.5146  -0.3944
H  1.3293  0.3049  -0.8983
H  -1.8370  1.2756  0.7292
H  -0.4024  -0.9454  1.1902

Calculated values
**HOMO**: -9.21 eV
**Spin multiplicity**: 1
**LUMO energy**: -1.0 eV
**Orbital gap**: 8.2 eV

Results of the natural (NBO) charge analysis, in e, for atoms 1 through 5: C 0.355; C -0.638; C 0.119; C -0.366; N -0.525

## ii
ORCA calculation (ωB97M-V/def2-TZVPD) on the molecule C4H4IN.

Element x y z (Å)
C  -1.3139  -0.2498  0.0119
C  -1.8289  0.9702  0.1046
C  0.7837  -1.2621  0.0976
C  1.3806  -0.1345  -0.2497
N  -0.6326  -1.2675  -0.0723
I  3.3316  0.4170  -0.0527
H  -1.6099  1.6359  -0.8223
H  -2.1098  1.4396  1.0572
H  1.2812  -2.2502  0.3544
H  0.7182  0.7014  -0.4287

Calculated values
**HOMO**: -8.88 eV
**Spin multiplicity**: 1
**LUMO energy**: 0.4 eV
**Orbital gap**: 9.3 eV
**SMILES string**: C=C=N/C=C/I

Results of the natural (NBO) charge analysis, in e, for atoms 1 through 5: C 0.441; C -0.653; C -0.055; C -0.407; N -0.455

Winner for stability: ii